Record 1
The following is a DFT calculation (ωB97M-V with the def2-TZVPD basis set) of a cluster of 6 separate species, C12H23Cl10N in total in a non-equilibrium geometry.

Computed properties:
Total charge: 0
HOMO level, eV: -10.498
Structure (SMILES): ClCCCl.ClCCCl.ClCCCl.ClCCCl.ClCCCl.CC#N
Orbital gap, eV: 10.86
ΔE to the lowest compared entry with this formula, charge and spin, eV: 0.000

XYZ file:
```
46
Properties=species:S:1:pos:R:3:forces:R:3:mulliken_charge:R:1
C 33.26073 -4.40995 -14.87153 0.87 -0.68 0.16 -0.2321
C 32.86529 -4.98109 -13.59320 0.99 1.70 -3.76 0.2995
N 32.52837 -5.40177 -12.61576 -1.25 -1.74 3.93 -0.2941
H 32.91379 -3.39050 -14.94539 -0.09 0.14 -0.22 0.2289
H 32.93409 -5.06075 -15.67727 -0.34 0.17 -0.06 -0.2722
H 34.35395 -4.45628 -14.92058 -0.09 0.30 0.04 0.2564
Cl 30.92824 -9.91537 -10.60407 0.15 -0.42 -0.09 -0.2016
C 29.97154 -8.67029 -9.79834 -0.76 -0.23 0.44 -0.4138
C 30.78296 -7.44060 -9.68011 0.27 1.14 -0.34 -0.1073
Cl 29.70813 -6.07741 -9.22900 -0.04 0.08 0.16 -0.2298
H 29.65745 -9.00486 -8.81189 0.11 -0.28 -0.03 0.3246
H 29.06827 -8.48047 -10.36640 0.02 -0.08 -0.28 0.3104
H 31.21625 -7.15686 -10.63222 0.13 0.00 -0.12 0.0483
H 31.55790 -7.48268 -8.93198 0.16 -0.17 0.16 0.2683
Cl 34.80155 1.76225 -12.88671 -0.01 -0.11 0.01 -0.2100
C 34.15880 0.13281 -13.28769 -0.05 0.36 0.05 -0.3845
C 32.69695 0.10318 -12.91410 -0.34 0.05 0.17 -0.5307
Cl 31.97085 -1.47920 -13.33491 0.01 0.07 -0.15 -0.1892
H 34.76088 -0.59031 -12.75235 -0.06 -0.14 0.09 0.2858
H 34.27707 0.01172 -14.35941 0.04 -0.10 -0.03 0.3199
H 32.15593 0.89468 -13.42819 -0.02 -0.17 -0.20 0.3966
H 32.48577 0.22112 -11.85697 0.41 0.04 0.15 0.3126
Cl 31.51283 -8.15634 -15.21780 -0.20 0.06 0.00 -0.1303
C 31.32285 -8.17043 -16.99309 0.43 -0.90 0.00 -0.4924
C 32.16881 -7.10843 -17.62784 -0.42 0.49 -0.42 -0.4482
Cl 33.91872 -7.33438 -17.44221 0.03 -0.12 0.15 -0.1445
H 30.27109 -8.07246 -17.24411 -0.07 0.38 0.11 0.3381
H 31.61992 -9.16360 -17.33699 0.10 0.11 0.10 0.3066
H 31.90639 -6.14266 -17.20754 0.07 0.12 0.03 0.2290
H 31.97065 -7.05951 -18.69818 -0.01 -0.11 0.01 0.3677
Cl 36.08899 -6.65787 -12.10010 -0.25 0.34 0.08 -0.1931
C 34.85967 -7.91008 -12.41797 0.10 -0.30 0.44 -0.1293
C 34.85685 -8.31493 -13.84769 -0.46 -0.26 -0.50 0.0156
Cl 36.42944 -9.00196 -14.30332 0.07 0.02 -0.37 -0.1972
H 33.86711 -7.57097 -12.13735 0.05 0.32 0.14 -0.0478
H 35.14967 -8.74814 -11.79562 -0.09 -0.13 0.13 0.4038
H 34.55637 -7.49897 -14.50050 0.48 0.16 -0.13 -0.1047
H 34.11032 -9.08662 -14.03310 0.05 -0.12 0.25 0.2319
Cl 33.90490 -1.96100 -9.96340 -0.19 0.07 -0.22 -0.2147
C 33.94042 -3.71260 -9.59856 0.61 -0.06 0.17 -0.1171
C 32.93118 -4.01354 -8.52429 -0.34 -0.11 -0.22 -0.3576
Cl 33.23959 -5.62129 -7.81018 0.10 -0.06 -0.03 -0.2159
H 34.95883 -3.89911 -9.27271 -0.01 -0.15 0.09 0.3434
H 33.74202 -4.29210 -10.49371 -0.05 0.13 -0.18 -0.0112
H 31.94481 -4.04918 -8.98051 -0.12 0.04 0.24 0.2000
H 32.95835 -3.29896 -7.71394 0.03 0.14 0.07 0.3819
```
Forces are in eV/Å.

=====

Record 2
The following is a DFT calculation (ωB97M-V with the def2-TZVPD basis set) of a structure of composition C12H23ClNO4Ti in a non-equilibrium geometry.

Computed properties:
Total charge: -1
HOMO level (alpha / beta), eV: 0.505 / -5.738
Expectation value of S²: 6.0036
Orbital gap (alpha / beta), eV: 2.24 / 8.48
2S+1: 5

XYZ file:
```
42
Properties=species:S:1:pos:R:3:forces:R:3:lowdin_spin:R:1
Ti 8.61645 -20.38886 31.52095 -0.11 -0.40 -0.65 2.6643
Cl 9.06095 -21.72143 29.20068 -0.20 0.52 0.89 0.0424
O 8.79709 -18.17492 32.55340 1.31 1.91 0.58 0.0903
C 9.36391 -17.14189 32.98142 -0.59 -0.96 -0.93 0.1062
O 9.56214 -16.04020 32.19888 0.64 -0.28 1.10 0.0437
C 9.44426 -16.18577 30.79129 -0.17 0.04 -0.70 0.0258
C 9.77466 -14.87286 29.94878 -0.54 -2.32 1.54 0.0109
C 9.70283 -16.98623 34.45816 0.00 -0.29 -1.11 0.1702
H 8.47713 -16.66163 30.62908 -0.36 0.65 -0.42 0.0047
H 10.12604 -16.94295 30.40404 0.34 -0.15 0.37 0.0094
H 9.46802 -13.94461 30.43089 -0.21 -0.16 -0.23 0.0031
H 9.22403 -15.15513 29.05144 0.24 0.87 -0.39 0.0006
H 10.85388 -14.90234 29.79879 -0.13 0.35 -0.22 0.0017
H 8.76597 -16.68646 34.92777 -0.49 -0.28 0.44 0.0755
H 10.43044 -16.24752 34.79432 0.12 -0.10 -0.67 0.0277
H 10.00082 -18.00077 34.72275 -0.19 0.26 0.57 0.0183
O 6.36758 -19.55827 31.53675 -2.24 -0.33 1.06 0.0562
C 5.31616 -19.41085 32.19482 2.87 0.16 -0.75 0.0305
O 4.20360 -20.08936 32.01341 -0.99 0.40 0.47 0.0139
C 4.04728 -21.11613 31.03550 1.97 -1.01 -0.12 0.0062
C 2.73220 -21.00970 30.34853 0.15 1.06 0.88 0.0039
C 5.19700 -18.34020 33.24731 0.29 0.12 -0.13 0.0833
H 4.16211 -22.05773 31.57243 0.00 -0.09 -0.01 0.0021
H 4.88753 -21.03619 30.34579 0.00 -0.07 -0.10 0.0016
H 2.64848 -21.74471 29.54799 -0.20 0.22 0.11 0.0003
H 2.73767 -19.96934 30.02341 -0.55 -0.11 -0.70 0.0011
H 1.97999 -21.08088 31.13416 -0.43 -0.31 -0.39 0.0008
H 4.76133 -18.64331 34.19936 -0.29 -0.21 -0.32 0.0242
H 4.60270 -17.55905 32.77326 -0.23 0.18 0.26 0.0135
H 6.17485 -17.91506 33.47351 0.04 -0.18 -0.23 0.0180
C 9.21097 -20.71641 37.05778 0.57 -0.87 0.63 0.0933
C 10.14040 -21.96707 36.66484 -0.09 1.27 -0.25 0.0281
C 10.76695 -21.88999 35.23210 -0.20 0.09 1.83 0.0488
C 9.79013 -21.87368 34.18953 -0.44 -0.35 -0.62 0.0916
N 9.03874 -21.87291 33.31819 -0.03 0.82 -0.29 0.0689
H 8.28313 -20.66807 36.48782 -0.07 -0.44 0.16 0.0222
H 9.52490 -19.67323 37.09370 1.29 -0.10 -1.24 0.0339
H 9.03973 -20.71072 38.13423 -0.73 -0.98 0.19 0.0147
H 9.65129 -22.93101 36.80515 -0.70 0.25 -0.26 0.0023
H 11.00820 -22.12240 37.30587 0.05 0.74 0.37 0.0082
H 11.44092 -22.74116 35.13524 0.10 0.08 -0.35 0.0088
H 11.32037 -20.95099 35.22291 0.23 -0.01 -0.37 0.0293
```
Forces are in eV/Å.

=====

Record 3
The following is a DFT calculation (ωB97M-V with the def2-TZVPD basis set) of a structure of composition C12H23CsFN2O4P2 in a non-equilibrium geometry.

Computed properties:
Total charge: +1
HOMO level, eV: -9.342
Orbital gap, eV: 5.64

XYZ file:
```
45
Properties=species:S:1:pos:R:3:forces:R:3:mulliken_charge:R:1
C 4.42843 0.03766 -0.84820 -0.40 0.70 -0.27 -1.2407
C 2.93936 0.10569 -1.37421 0.85 -1.67 0.43 -0.2755
P 1.82254 1.17743 -0.33555 0.66 2.38 -1.02 -0.2175
C 2.60392 1.70972 1.27746 -0.24 -1.14 0.38 -0.5830
C 2.82367 0.59119 2.35660 0.58 1.34 0.53 -1.0404
P -0.18973 0.30946 -0.04622 2.56 -0.25 1.14 0.5400
C 0.41633 -1.32633 0.62441 -0.96 -2.05 -0.27 -0.5073
C -0.25397 -2.57866 -0.10964 0.67 -0.08 0.04 -1.1370
C -0.51165 0.59421 -1.91801 -1.04 -0.73 -0.72 0.2085
O -0.11824 1.58893 -2.40367 0.61 1.35 -0.40 -0.3148
N -1.19200 -0.35693 -2.78524 1.41 0.47 1.04 -0.1016
C -0.34217 -1.27311 -3.42823 -1.02 1.28 0.35 0.5802
O -0.68107 -2.37724 -3.55250 -0.09 -2.63 -0.74 -0.4225
F 0.80646 -0.80604 -3.91100 -0.34 0.52 0.44 -0.2090
N -1.97269 -0.16006 0.10139 -1.62 0.91 0.91 0.3593
C -2.84050 0.91312 -0.26800 -0.66 0.66 0.27 1.0172
C -2.98606 2.24380 0.62169 0.72 -1.47 1.36 -2.6175
O -3.54194 0.86100 -1.24857 0.15 0.20 -0.12 -0.5537
C -2.36643 -0.51489 1.46028 -1.53 -1.85 0.12 0.2946
C -3.57233 -1.48963 1.58632 0.10 0.62 -1.52 -1.2778
O -1.85210 -0.11284 2.45543 0.98 0.72 0.37 -0.4539
H 4.97047 -0.82420 -1.28777 -0.35 0.57 0.22 0.3607
H 4.92129 0.98071 -1.15953 -0.01 -0.60 0.23 0.3440
H 4.49105 -0.01235 0.25425 -0.05 -0.13 -0.59 0.2587
H 2.97268 0.41514 -2.43968 -0.30 0.16 0.76 0.4343
H 2.59596 -0.96147 -1.40246 -0.06 0.71 0.08 0.2568
H 3.53719 2.24767 1.00878 -0.51 -0.47 0.07 0.4491
H 1.92895 2.48842 1.69908 0.37 -0.47 -0.38 0.4636
H 1.91881 0.53714 2.99509 0.43 -0.44 -0.49 0.3085
H 3.14255 -0.38453 1.95366 -0.40 0.44 0.16 0.2309
H 3.63576 0.94827 3.03453 -0.49 -0.42 -0.32 0.3359
H -0.41315 1.36249 0.90388 0.12 -0.29 -0.39 -0.2859
H 0.24471 -1.44692 1.71635 -0.07 0.59 -0.66 0.6081
H 1.50398 -1.47450 0.48972 -0.62 0.85 -0.07 0.3975
H 0.55774 -3.19655 -0.55309 -0.52 0.40 0.27 0.3598
H -0.90593 -2.29078 -0.95063 0.14 -0.25 0.58 0.2345
H -0.78641 -3.24695 0.59343 0.04 0.51 -0.41 0.2423
H -1.98343 -0.81633 -2.34053 0.31 -0.23 -0.14 0.3066
H -2.54530 3.15330 0.10342 -0.36 -1.36 0.50 0.5124
H -2.47188 2.12303 1.60171 -0.11 0.13 -0.72 0.4230
H -4.09427 2.39874 0.89417 3.32 -2.14 0.31 0.6570
H -4.48656 -0.85807 1.68667 0.53 -0.45 0.24 0.2684
H -3.46303 -2.18302 2.43404 -0.02 0.49 -0.34 0.4027
H -3.69983 -2.01573 0.61550 0.10 0.06 0.77 0.3282
Cs -4.99116 3.92004 -0.10516 -2.87 3.09 -2.00 1.0552
```
Forces are in eV/Å.

=====

Record 4
The following is a DFT calculation (ωB97M-V with the def2-TZVPD basis set) of a structure of composition C12H23HgN5O6S in a non-equilibrium geometry.

Computed properties:
Total charge: 0
HOMO level (alpha / beta), eV: -7.032 / -6.874
Orbital gap (alpha / beta), eV: 4.66 / 4.20
ΔE to the lowest compared entry with this formula, charge and spin, eV: 0.637

XYZ file:
```
48
Properties=species:S:1:pos:R:3:forces:R:3:mulliken_charge:R:1
O 0.22027 -1.22229 -3.59331 2.13 -0.97 -1.34 -0.6641
H 0.20518 -1.39809 -4.54598 0.18 -0.08 0.20 0.3038
Hg 0.17696 0.33907 -0.81251 -2.45 -0.29 0.07 2.2811
N 1.62541 -1.40430 -0.78840 1.82 -0.68 -0.20 0.5658
N -0.72847 -1.80221 0.13403 -1.62 -1.20 1.33 0.6241
N 0.79004 2.45638 -0.29787 -1.36 1.78 2.54 0.5785
N -1.11565 1.13062 0.96696 0.61 3.46 0.84 0.0114
O 2.83676 -1.17189 -0.67967 -1.12 -0.57 -0.78 -0.5276
O 1.83435 3.00333 -0.81239 0.51 -0.05 -0.84 -0.9059
O -1.86317 0.41238 1.82007 -1.06 -1.94 0.10 -0.5974
O -1.73122 -1.98267 0.93051 1.69 -0.13 -1.59 -0.6657
C -0.11890 -2.91795 -0.33213 0.99 0.48 -0.23 -0.1142
C 1.16678 -2.69526 -0.87864 -0.98 -0.11 0.49 0.4398
C 0.05469 3.14649 0.58288 1.45 -0.79 -2.01 0.2068
C -0.98896 2.42041 1.26910 -0.55 -2.97 -0.45 0.3185
C 2.04463 -3.71222 -1.49049 0.25 -0.48 -0.13 -1.4363
H 2.04788 -3.59762 -2.58727 0.00 0.05 0.33 0.2629
H 1.70567 -4.72626 -1.25699 0.17 0.25 -0.09 0.4085
H 3.07247 -3.57094 -1.13137 -0.22 -0.02 -0.11 0.3299
C -0.75079 -4.24144 -0.13466 -0.13 -0.50 -0.25 -1.5002
H -1.74918 -4.25036 -0.58754 0.14 -0.03 0.17 0.3067
H -0.86032 -4.45646 0.93557 -0.06 0.12 -0.19 0.2916
H -0.15338 -5.03257 -0.59178 -0.19 0.10 0.09 0.4386
C 0.37270 4.56610 0.88323 -0.05 0.32 0.24 -1.6202
C -1.80898 3.05780 2.33620 -0.07 0.10 0.34 -1.4836
H 1.00145 4.98109 0.08917 -0.13 -0.14 0.18 0.3926
H 0.91681 4.64916 1.83593 -0.04 0.10 -0.19 0.2873
H -0.54758 5.15634 0.97330 0.19 -0.05 0.02 0.3798
H -2.41658 2.29623 2.83296 0.13 0.29 -0.07 0.3795
H -2.46903 3.82372 1.90491 0.16 -0.16 0.07 0.2968
H -1.16435 3.55754 3.07125 -0.17 -0.09 -0.11 0.3165
H 1.91705 1.83719 -1.91162 0.01 0.10 0.04 0.3202
H -1.83269 -0.56199 1.44402 -0.56 1.83 0.62 0.3223
C -1.53152 0.08200 -2.33537 -1.09 0.89 1.06 -1.3010
H -1.21009 -0.38057 -3.25001 -0.50 0.41 0.44 0.3695
H -1.87659 1.11956 -2.46039 0.07 -0.25 0.13 0.3415
H -2.29626 -0.49460 -1.80414 0.12 0.11 -0.09 0.3227
O 1.51977 1.04460 -2.42442 1.62 1.18 -2.41 -0.7836
H 0.97217 -0.60770 -3.45458 -0.41 -0.38 0.01 0.2826
H 1.03373 1.48241 -3.14780 0.17 -0.17 0.45 0.3325
S 1.72404 -0.65255 3.88703 0.54 0.65 -0.98 -0.1780
C 2.99404 0.26067 3.11083 -0.43 -0.08 -1.04 -0.4140
C 2.70268 0.43432 1.76609 -0.04 -0.33 1.73 -0.7672
N 1.51074 -0.12184 1.38041 -0.64 -0.12 1.39 0.4550
C 0.88291 -0.70884 2.37443 1.21 0.27 0.07 -0.3298
H 3.88183 0.62375 3.61556 -0.28 -0.17 0.08 0.4517
H 3.33054 0.95570 1.05078 -0.23 -0.07 0.08 0.4319
H -0.04946 -1.25317 2.30402 0.21 0.29 0.02 0.2384
```
Forces are in eV/Å.